Record 1
Computed, not measured: a 10-piece molecular cluster, C29H53N11O2Si overall in a non-equilibrium geometry, with ωB97M-V with the def2-TZVPD basis set.

Each line ends with the Löwdin charge.
Atoms and positions in Å:
Si: -1.160 1.842 2.318  0.58
O: 4.800 2.916 5.600  -0.11
O: -1.030 0.564 3.497  -0.28
N: -5.658 0.524 -1.053  0.13
N: -7.231 -3.752 -2.946  0.11
N: -3.588 6.672 -1.892  0.11
N: 6.659 3.007 3.273  -0.09
N: 7.757 2.315 3.758  0.07
N: 0.053 -4.600 -1.132  0.11
N: -2.403 -6.393 -5.187  0.13
N: 0.664 -0.366 -3.226  0.11
N: 1.032 2.432 5.709  -0.08
N: 4.029 1.891 -1.278  0.13
N: -0.486 -12.555 -6.429  0.12
C: -6.641 2.817 -0.121  -0.06
C: 3.653 1.535 3.905  -0.06
C: -2.818 2.799 2.614  -0.20
C: 8.457 1.434 4.130  -0.02
C: -7.655 -2.751 -2.536  -0.27
C: -1.441 -11.745 -8.774  -0.07
C: -6.087 1.530 -0.643  -0.24
C: -1.800 3.303 -0.710  -0.15
C: -0.907 -12.193 -7.455  -0.27
C: -2.049 -7.496 -5.095  -0.24
C: -1.367 0.976 0.628  -0.28
C: 0.865 -1.117 -2.352  -0.25
C: -0.991 1.079 4.836  -0.27
C: -0.997 -4.698 -1.623  -0.21
C: 5.711 3.820 0.853  -0.12
C: 6.223 3.372 2.180  -0.11
C: 3.097 2.676 -3.632  -0.06
C: -2.473 7.039 -1.892  -0.27
C: 3.494 2.677 4.997  -0.38
C: -8.200 -1.467 -2.011  -0.08
C: 9.339 0.327 4.601  -0.06
C: 3.624 2.236 -2.310  -0.24
C: 0.506 1.073 5.427  -0.22
C: -2.342 -4.823 -2.254  -0.05
C: 2.470 2.246 6.132  -0.18
C: -1.061 7.517 -1.898  -0.07
C: -1.049 1.896 -0.647  -0.30
C: -1.594 -8.911 -4.979  -0.06
C: 1.130 -2.088 -1.253  -0.10
H: -1.576 0.365 5.507  0.12
H: -8.419 -1.565 -0.947  0.08
H: -0.590 0.138 0.614  0.06
H: -3.536 2.645 1.748  0.02
H: 3.164 3.662 4.539  0.14
H: 0.010 2.726 2.370  0.01
H: 9.938 0.668 5.446  0.08
H: -6.866 2.721 0.941  0.08
H: 5.105 3.028 0.409  0.02
H: 0.544 2.878 6.490  0.10
H: 2.483 1.886 -4.067  0.06
H: 2.041 -1.806 -0.722  0.08
H: 3.923 2.899 -4.307  0.08
H: -2.628 -3.875 -2.709  0.09
H: -3.082 -5.094 -1.499  0.08
H: 2.649 2.811 7.094  0.12
H: 1.252 -3.084 -1.663  0.02
H: 5.095 4.713 0.974  0.06
H: -9.118 -1.209 -2.540  0.08
H: -3.335 2.363 3.529  0.04
H: 4.635 1.580 3.349  0.06
H: -2.514 3.877 2.753  0.03
H: -2.320 -5.595 -3.024  0.02
H: -1.781 -9.439 -5.914  0.06
H: -0.615 -11.523 -9.450  0.08
H: 0.063 2.083 -0.677  0.09
H: 2.615 1.140 6.377  0.11
H: -2.928 3.232 -0.637  0.06
H: -7.471 -0.669 -2.151  0.03
H: 1.147 0.645 4.589  0.11
H: 0.295 -2.091 -0.553  0.06
H: 2.770 1.607 3.206  0.07
H: -1.375 4.071 0.018  0.07
H: -1.344 1.320 -1.583  0.10
H: -2.058 -12.531 -9.210  0.08
H: 10.003 0.019 3.794  0.08
H: 6.544 4.050 0.179  0.05
H: -5.915 3.618 -0.260  0.08
H: 5.416 3.019 4.839  0.03
H: -1.427 2.113 4.966  0.10
H: -2.365 0.438 0.519  0.09
H: -7.556 3.068 -0.658  0.08
H: -1.604 3.747 -1.744  0.07
H: 3.576 0.529 4.429  0.08
H: -1.038 8.603 -1.993  0.08
H: -2.137 -9.409 -4.175  0.08
H: -0.524 7.074 -2.737  0.08
H: -0.569 7.230 -0.968  0.08
H: -0.527 -8.941 -4.760  0.08
H: 0.543 0.396 6.334  0.12
H: 8.736 -0.529 4.915  0.08
H: 2.488 3.571 -3.506  0.08
H: -2.046 -10.848 -8.643  0.07

## Properties
electronic energy	-59285.853	eV
multiplicity	1



Record 2
Computed, not measured: a 6-piece molecular cluster, C16H24Cl6O13S overall in a non-equilibrium geometry, with ωB97M-V with the def2-TZVPD basis set.

Each line ends with the natural charge from an NBO analysis.
Atoms and positions in Å:
Cl: 5.636 -2.470 3.438  0.02
Cl: -4.528 -1.000 0.788  0.01
Cl: 5.105 -5.115 2.418  0.02
Cl: 4.197 -4.389 5.083  0.00
Cl: -3.715 -2.446 3.118  0.02
Cl: -6.569 -2.057 2.593  0.03
S: 1.839 -0.983 1.135  2.57
O: 7.833 2.161 -1.389  -0.58
O: 1.777 -0.656 -0.237  -0.91
O: -1.500 -2.664 -0.678  -0.57
O: -1.491 -1.882 -2.783  -0.49
O: 3.032 -1.553 1.651  -0.93
O: 6.030 0.818 -1.244  -0.49
O: -3.426 -2.377 -1.798  -0.50
O: 0.584 -1.855 1.540  -0.67
O: -2.462 2.124 1.624  -0.59
O: -1.843 1.519 -0.452  -0.50
O: -3.129 3.312 -0.166  -0.49
O: 1.488 0.283 2.022  -0.70
O: 6.920 1.686 0.602  -0.49
C: -2.477 2.297 0.448  0.98
C: -4.953 -1.387 2.450  -0.29
C: -3.815 -1.984 -3.142  0.06
C: 4.921 1.620 1.952  -0.63
C: -2.081 -2.345 -1.659  0.98
C: 5.880 0.832 1.093  0.07
C: 4.511 -3.810 3.440  -0.29
C: -3.115 3.105 -1.585  0.07
C: -2.476 -1.516 -3.752  -0.09
C: 0.087 0.326 2.360  -0.10
C: 7.010 1.602 -0.744  0.97
C: -4.881 -0.925 -3.052  -0.63
C: 5.262 0.255 -0.206  -0.10
C: -1.965 2.100 -1.758  -0.09
C: -2.945 4.372 -2.359  -0.63
C: -0.520 -1.000 1.846  -0.11
H: 5.337 -0.832 -0.187  0.20
H: -0.355 1.193 1.875  0.22
H: -2.861 4.116 -3.421  0.22
H: -1.020 2.601 -1.976  0.19
H: -2.173 1.324 -2.487  0.19
H: -5.870 -1.341 -2.894  0.24
H: 3.561 -3.474 3.048  0.25
H: -3.811 5.031 -2.283  0.23
H: 4.204 0.512 -0.250  0.20
H: -4.608 -0.251 -2.238  0.22
H: -4.928 -0.470 3.024  0.23
H: 5.436 2.060 2.809  0.22
H: -2.073 4.966 -2.090  0.23
H: -4.050 2.602 -1.853  0.18
H: -4.859 -0.323 -3.965  0.22
H: -4.097 -2.906 -3.648  0.19
H: -1.085 -1.452 2.657  0.21
H: -2.461 -0.437 -3.920  0.17
H: -2.232 -2.024 -4.681  0.20
H: 4.122 0.977 2.319  0.23
H: 4.495 2.472 1.414  0.21
H: -0.015 0.462 3.434  0.20
H: -1.175 -0.841 0.994  0.22
H: 6.297 0.042 1.721  0.19

## Properties
ΔE to the lowest compared entry with this formula, charge and spin	0.0	kcal/mol
electronic energy	-129568.549	eV
multiplicity	1



Record 3
Computed, not measured: one molecule with the formula C7H10N2O3 in a non-equilibrium geometry, with ωB97M-V with the def2-TZVPD basis set.

Each line ends with the natural charge from an NBO analysis.
Atoms and positions in Å:
O: 2.611 1.593 0.713  -0.55
O: -0.508 -1.403 -2.527  -0.53
O: 0.156 -2.910 -1.051  -0.47
N: 0.244 -1.759 -1.461  0.33
N: -1.056 0.934 -1.261  -0.68
C: 1.925 0.593 0.645  0.55
C: -1.910 -0.525 0.420  -0.72
C: 2.116 -0.375 -0.434  -0.37
C: -1.080 0.633 -0.037  0.36
C: 0.771 0.411 1.599  -0.52
C: 1.101 -1.002 -0.911  0.23
C: -0.317 1.351 0.984  -0.48
H: -0.986 -0.556 -2.200  0.51
H: -0.857 1.844 1.813  0.25
H: 0.446 -0.712 1.432  0.25
H: -2.915 -0.291 0.777  0.25
H: 0.235 2.267 0.462  0.23
H: 1.038 0.957 2.574  0.27
H: -0.450 1.675 -1.499  0.36
H: -2.199 -1.168 -0.415  0.24
H: 3.178 -0.332 -0.852  0.25
H: -1.541 -1.223 1.227  0.24

## Properties
ΔE to the lowest compared entry with this formula, charge and spin	165.7	kcal/mol
electronic energy	-16537.266	eV
multiplicity	1



Record 4
Computed, not measured: C53H63Br2ClN5O2PbSSi2Te as an isolated structure, with ωB97M-V with the def2-TZVPD basis set.

Each line ends with the Löwdin spin population.
Atoms and positions in Å:
Pb: -0.481 -0.695 0.035  0.00
Te: -2.998 0.286 -2.200  0.00
Br: 2.615 -0.378 6.997  0.01
Br: -2.377 2.127 1.515  0.00
Cl: 2.324 2.757 -4.527  0.00
S: -2.620 -0.999 3.999  0.00
Si: -1.821 -0.651 -5.296  0.00
Si: -5.458 -2.060 -1.464  0.00
O: 0.523 1.555 0.709  0.00
O: -2.555 -2.202 1.302  0.00
N: 0.891 -2.198 1.442  0.20
N: -2.100 -2.985 2.251  0.00
N: -0.765 2.219 -2.106  0.00
N: -0.267 -3.053 -0.972  0.13
N: 7.853 -0.304 -6.261  0.00
C: -0.759 2.709 2.339  0.00
C: 3.093 2.480 1.977  0.00
C: 1.129 -0.266 4.555  0.00
C: -2.862 -2.194 -5.479  0.00
C: -0.833 -3.516 -2.087  0.00
C: 1.638 2.771 2.438  0.00
C: -2.017 -2.525 3.562  0.00
C: -4.493 -3.648 -1.572  0.00
C: -1.711 -4.235 1.908  0.00
C: 3.254 1.352 0.945  0.00
C: 1.233 -3.354 0.877  0.20
C: 4.840 -1.404 -4.836  0.00
C: 1.413 -0.581 -1.444  0.01
C: 3.743 -1.456 -3.996  0.00
C: 0.471 2.292 1.754  0.00
C: -1.094 3.464 -1.774  0.00
C: 0.138 4.940 5.290  0.00
C: -0.147 -1.116 -4.636  0.00
C: 0.775 -0.699 3.292  0.03
C: 0.658 4.381 -3.115  0.00
C: 0.998 3.086 -3.444  0.00
C: -1.150 -5.110 2.800  0.00
C: -0.871 3.522 3.445  0.00
C: -0.586 4.210 6.431  0.00
C: 1.339 -1.842 2.712  0.01
C: -1.390 -3.418 4.470  0.00
C: 0.451 -5.524 -2.028  0.04
C: 3.657 3.764 1.351  0.00
C: -0.405 4.571 -2.251  0.00
C: 3.960 2.078 3.181  0.00
C: 2.289 -2.548 3.466  0.04
C: 0.675 -3.817 -0.334  0.09
C: 0.276 2.028 -2.915  0.00
C: 2.425 -0.550 -2.126  0.00
C: 3.577 -0.515 -2.970  0.00
C: 2.665 -2.113 4.731  0.00
C: 5.658 0.524 -3.644  0.00
C: 5.803 -0.411 -4.668  0.00
C: -4.816 -0.791 -2.672  0.00
C: 4.559 0.471 -2.807  0.00
C: 6.946 -0.351 -5.554  0.00
C: -2.706 0.652 -4.304  0.00
C: -5.561 -1.426 0.269  0.00
C: 1.491 3.615 3.540  0.00
C: 0.271 4.009 4.081  0.00
C: -0.674 6.185 4.899  0.00
C: 1.044 -5.075 -0.882  0.06
C: 1.497 5.409 5.806  0.00
C: -1.582 0.074 -7.012  0.00
C: -0.529 -4.732 -2.664  0.12
C: -7.203 -2.435 -2.071  0.00
C: -0.968 -4.676 4.117  0.00
C: 2.082 -0.977 5.265  0.04
H: 4.981 1.873 2.840  0.00
H: 2.847 0.408 1.314  0.00
H: 1.354 6.058 6.676  0.00
H: 3.411 -2.658 5.294  0.00
H: 0.009 3.361 6.776  0.00
H: -1.552 3.823 6.101  0.00
H: -0.701 5.568 -1.949  0.00
H: -1.577 -2.862 -2.536  0.00
H: 6.412 1.288 -3.512  0.00
H: -2.310 -2.940 -6.063  0.00
H: -2.165 1.600 -4.398  0.00
H: -5.593 -0.030 -2.796  0.00
H: -4.566 -1.326 0.726  0.00
H: -1.110 -0.650 -7.686  0.00
H: 3.042 4.064 0.496  0.00
H: 0.115 -2.130 -4.958  0.00
H: 0.728 -6.486 -2.443  0.00
H: -3.807 -1.988 -5.992  0.00
H: 4.684 3.603 1.000  0.00
H: 0.628 -0.433 -5.003  0.00
H: 1.220 5.216 -3.516  0.00
H: -0.786 6.860 5.756  0.00
H: 4.327 1.214 0.752  0.00
H: -0.755 4.885 7.278  0.00
H: 2.756 -3.442 3.074  0.00
H: -0.498 -5.321 4.850  0.00
H: -7.200 -2.754 -3.120  0.00
H: -0.099 -1.104 -3.542  0.00
H: 0.014 -0.148 2.750  0.00
H: -7.838 -1.544 -1.993  0.00
H: -0.171 6.725 4.093  0.00
H: -3.095 -2.640 -4.504  0.00
H: -6.048 -0.444 0.295  0.00
H: -0.844 -6.091 2.462  0.00
H: -7.670 -3.231 -1.477  0.00
H: 4.960 -2.131 -5.629  0.00
H: -1.853 -4.460 0.861  0.00
H: -1.865 3.761 3.809  0.00
H: 1.798 -5.665 -0.374  0.00
H: 0.653 0.610 4.977  0.00
H: -1.257 -3.047 5.476  0.00
H: 0.558 1.002 -3.129  0.00
H: 4.019 2.854 3.946  0.00
H: -2.536 0.380 -7.456  0.00
H: -4.659 -1.256 -3.649  0.00
H: 2.742 1.568 0.011  0.00
H: 1.926 -4.034 1.366  0.01
H: -5.025 -4.453 -1.054  0.00
H: 3.661 4.589 2.071  0.00
H: -1.672 5.913 4.547  0.00
H: 2.122 4.566 6.112  0.00
H: -3.510 -3.539 -1.099  0.00
H: -1.028 -5.054 -3.568  0.01
H: 3.567 1.170 3.646  0.00
H: 2.398 3.982 4.006  0.00
H: -0.935 0.957 -6.963  0.00
H: -6.143 -2.111 0.892  0.00
H: 2.992 -2.226 -4.116  0.00
H: -4.342 -3.955 -2.614  0.00
H: -1.930 3.564 -1.091  0.00
H: 2.037 5.977 5.043  0.00
H: -3.714 0.820 -4.698  0.00
H: 4.438 1.194 -2.009  0.00

## Properties
net charge	-2
ΔE to the lowest compared entry with this formula, charge and spin	5.3	kcal/mol
electronic energy	-259269.780	eV
multiplicity	2



Record 5
Computed, not measured: one molecule with the formula C4H7BrCl2 in a non-equilibrium geometry, with ωB97M-V with the def2-TZVPD basis set.

Each line ends with the natural charge from an NBO analysis.
Atoms and positions in Å:
Br: -2.228 0.538 0.090  0.03
Cl: -0.431 -1.171 -1.779  0.02
Cl: 2.251 -0.223 0.374  -0.03
C: -0.636 -0.555 -0.160  -0.11
C: 0.630 1.721 -0.762  -0.66
C: -0.704 -1.704 0.780  -0.70
C: 0.677 0.598 0.271  -0.20
H: -0.397 1.904 -0.954  0.23
H: -1.603 -2.471 0.523  0.25
H: 1.281 2.610 -0.524  0.23
H: 1.197 1.318 -1.733  0.22
H: 0.286 -2.201 0.683  0.24
H: 0.411 1.089 1.251  0.23
H: -0.735 -1.453 1.940  0.24

## Properties
ΔE to the lowest compared entry with this formula, charge and spin	4.1	kcal/mol
electronic energy	-99347.972	eV
multiplicity	1